Record 1
C14H26N4O11P2SSb2W as an isolated structure. Source: OMol25; level of theory: the ωB97M-V functional and the def2-TZVPD basis.

Geometry as ORCA input:
```
! wB97M-V def2-TZVPD RIJCOSX def2/J DEFGRID3
* xyz 0 3
H 3.49384 3.10461 1.61996
H -3.23385 -3.81523 4.81486
H 2.41933 2.34548 -2.46069
C 2.56880 -0.64060 0.33066
Sb -1.08801 -0.41915 -1.47676
H -4.04948 -2.11910 3.41251
C 0.47080 -1.97831 -1.43375
H -3.98566 2.09603 2.78612
H 0.40478 -2.36284 -0.41711
C 1.88629 -1.72871 -1.85115
H 4.94523 -0.71486 -0.80847
O 0.00088 1.51340 2.61483
N -0.80269 -2.39084 3.30627
C 3.56979 -2.04404 -3.58715
O -4.34304 0.61925 -0.21997
H -1.91098 -2.74123 -0.61084
C -2.47319 -2.00828 -1.18284
H 3.42802 -0.43748 0.95661
H -2.94205 -1.13950 2.50107
O -2.54302 4.73419 -1.10364
O -3.17278 2.43723 -2.10477
N -0.08622 -0.91953 1.47241
H -0.63869 1.25546 -3.52616
H 1.69720 -1.00533 0.82991
H 1.50564 -2.53807 -3.79363
H 4.19681 1.47308 1.52532
H 0.69948 0.06828 -3.27889
N -3.10806 -1.93776 3.11377
O -0.98978 2.61805 -1.06220
H -3.35034 -1.60931 -0.67832
H -0.75489 -0.37810 -4.21006
O -0.53006 3.42249 1.43212
N -2.30588 -3.51698 4.58119
C 2.87171 -1.17539 -1.00355
O -2.03665 2.70930 3.22075
W -0.73061 1.44391 0.60312
C -0.50675 -1.57944 2.33407
S -0.64321 2.91386 2.90153
C 3.27691 2.03796 1.65179
O -2.40662 0.51013 1.45044
C 2.26333 -2.12352 -3.13696
C -0.37537 0.21125 -3.37838
O -4.53273 1.62610 2.12508
P -3.63789 1.29172 0.87480
H 5.57750 -1.49336 -3.06019
O 0.14046 3.67851 3.80826
C 4.54669 -1.55373 -2.73625
Sb 1.94095 1.53922 0.08525
H -4.05763 2.77157 -2.29303
C 3.04278 1.88202 -1.69753
H 0.03600 -2.71451 -2.11275
H 2.80167 1.79618 2.60025
O -3.06620 2.76497 0.43531
C -2.07162 -2.59312 3.63235
P -2.40509 3.29284 -1.00246
C 4.18838 -1.12092 -1.47122
H -1.52036 -4.04174 4.92165
H 3.43785 0.94387 -2.07165
H 3.86008 2.56270 -1.45924
H 3.82414 -2.38643 -4.58148
H -2.79591 -2.43625 -2.13115
*
```

Output
Energy above the lowest of the compared OMol25 structures with the same formula, charge and spin = 2.397 eV
E_HOMO (spin up / spin down) = -0.299 / -0.310 hartree
LUMO level (spin up / spin down) = -0.0211 / -0.0343 Eh
Kohn-Sham gap (spin up / spin down) = 7.56 / 7.50 eV

Listed below, in e, are the natural (NBO) charges computed for each atom: 0.243, 0.401, 0.244, -0.683, 1.309, 0.407, -0.741, 0.542, 0.242, -0.085, 0.208, -0.973, -0.635, -0.225, -1.115, 0.232, -0.949, 0.224, 0.453, -1.057, -0.996, -0.578, 0.254, 0.254, 0.206, 0.225, 0.243, -0.786, -1.061, 0.271, 0.241, -0.957, -0.773, 0.049, -1.005, 1.265, 0.613, 2.555, -0.953, -1.128, -0.200, -0.960, -0.992, 2.554, 0.217, -0.923, -0.212, 1.242, 0.521, -0.977, 0.224, 0.263, -1.089, 0.661, 2.561, -0.240, 0.422, 0.252, 0.241, 0.217, 0.238

***

Record 2
C23H37N3O2PPdS2 as an isolated structure. Source: OMol25; level of theory: the ωB97M-V functional and the def2-TZVPD basis.

Geometry as ORCA input:
```
! wB97M-V def2-TZVPD RIJCOSX def2/J DEFGRID3
* xyz 1 1
C -0.57382 -0.63294 -3.66551
H -3.64002 3.04765 -1.63325
H -3.56004 -0.04486 3.50167
O -0.22307 0.15808 -2.65905
H 0.67160 -5.68566 -0.47264
H 3.81215 -2.16435 -0.82186
H -2.13967 -1.04494 1.75398
H -1.13691 5.39852 -0.21692
H -0.14213 -2.86149 3.50746
H 4.13450 -0.42730 -0.56056
H 0.55885 2.34822 1.56158
C 2.40266 -0.92266 1.81019
H 2.90418 1.48083 -1.86330
Pd 0.13618 -0.44443 -0.80085
H -2.64872 -3.10370 -2.57956
H -2.42596 2.23442 -2.64548
H -2.52624 1.22010 5.35953
H -2.63216 -1.43926 -0.58033
N -1.64094 3.71579 -1.38587
C -1.68615 -0.50591 2.57785
C -2.72257 3.18406 -2.21034
C 0.49198 -5.06727 0.39718
O -0.64688 -0.20055 -4.79235
H 0.94295 -3.24018 -0.62843
H 3.01196 -1.49067 1.11457
C 3.86727 -1.18555 -1.29502
C 0.63699 -3.69021 0.31009
C 2.63238 0.81509 -2.68241
H -2.83757 5.26473 -0.66091
C -0.91452 -2.06845 -3.33984
S 2.27845 -0.83485 -2.05966
H 1.97321 3.26055 0.99840
H 0.00295 -6.72118 1.67306
H -2.88186 -1.37819 -2.80585
H -1.58387 -2.70289 -0.57061
N 0.34031 3.34494 -0.27026
H 2.52314 -1.34134 2.80962
C -0.86105 2.88976 -0.64910
C 0.11722 -5.64758 1.60252
H 3.45175 0.74456 -3.39630
C 0.03939 -3.47493 2.63330
C 0.40898 -2.88312 1.42780
C -2.16699 -2.13012 -2.47231
H -0.39009 -5.30549 3.65809
H -1.65140 5.77485 -1.87349
H -0.07712 -2.52737 -2.80545
H 2.05182 4.04315 -1.23487
H 4.61913 -1.22178 -2.08165
H 1.55376 1.69796 0.24708
C -0.29758 -0.38088 2.64281
H -2.90841 3.89997 -3.01009
C -0.52498 0.90178 4.66872
C -0.10442 -4.85265 2.71786
C 1.15304 2.61576 0.68881
P 0.67519 -1.08876 1.30370
H -0.07156 1.44652 5.48622
H 0.53739 4.60345 -1.94467
H 1.35423 0.44253 3.75519
H 2.72917 0.11766 1.79828
C -1.90215 0.76936 4.59932
H -1.06165 -2.59585 -4.27899
S -1.46925 1.36105 -0.21129
N -1.84110 -1.85182 -1.05975
C 0.27968 0.32889 3.69008
C 1.04529 4.39565 -1.00858
C -2.48468 0.06038 3.55416
C -1.81512 5.12017 -1.01683
H 1.12203 5.31338 -0.42539
H 1.73087 1.15935 -3.17949
*
```

Output
Energy above the lowest of the compared OMol25 structures with the same formula, charge and spin = 0.508 eV
E_HOMO = -0.397 hartree
LUMO level = -0.1234 Eh
Kohn-Sham gap = 7.46 eV

Listed below, in e, are the natural (NBO) charges computed for each atom: 0.777, 0.201, 0.227, -0.782, 0.228, 0.236, 0.213, 0.214, 0.228, 0.221, 0.231, -0.963, 0.208, 0.623, 0.197, 0.243, 0.229, 0.386, -0.427, -0.209, -0.411, -0.196, -0.604, 0.215, 0.254, -0.757, -0.245, -0.746, 0.213, -0.531, 0.324, 0.215, 0.230, 0.211, 0.384, -0.408, 0.254, 0.371, -0.186, 0.235, -0.227, -0.304, -0.214, 0.229, 0.212, 0.210, 0.210, 0.245, 0.198, -0.306, 0.213, -0.206, -0.184, -0.414, 1.069, 0.228, 0.231, 0.216, 0.246, -0.183, 0.249, -0.206, -0.871, -0.224, -0.412, -0.187, -0.411, 0.211, 0.282

***

Record 3
C14H17N3O3 in the gas phase. Source: OMol25; level of theory: the ωB97M-V functional and the def2-TZVPD basis.

Geometry as ORCA input:
```
! wB97M-V def2-TZVPD RIJCOSX def2/J DEFGRID3
* xyz 0 1
C -2.83934 -1.56969 0.88294
H 3.16650 2.31198 -0.79178
H 5.69104 2.47610 -0.36400
O 0.35209 -2.11366 -0.09895
N -1.66374 1.33301 0.51458
H -3.18330 -2.68641 0.66267
H -2.76767 -1.17571 1.90437
H 6.72053 0.08351 0.50485
H -3.15603 1.64196 -1.03810
H -4.79457 -0.32462 -1.60667
C 1.52170 -0.00745 -0.74683
C -0.82978 1.22741 -0.35264
O 0.83724 1.16776 1.46158
H -5.08902 0.96440 0.36560
C 1.40195 -1.36940 -0.18137
C 0.60664 0.57320 0.17199
H -3.06498 -0.73544 -1.85579
H -1.41466 1.51692 1.44586
H -1.88721 -1.39972 0.15587
C -4.15117 0.45611 0.89757
H -4.24081 -2.01535 -1.40508
C 4.90023 -0.85974 0.54469
H -3.33339 2.65885 0.59509
N 2.52289 -1.78979 0.32845
H 2.82731 -2.65286 0.24763
N -3.80271 -0.77343 0.23300
C 3.54220 -0.87726 0.01321
H 1.22554 0.11975 -1.57779
C 5.76357 0.37007 0.19622
C 5.02514 1.36593 -0.13279
H 5.47834 -1.78395 0.78935
C -3.85552 -0.79117 -1.23154
C 2.90920 0.25739 -0.25360
C -3.12707 1.66575 0.08321
O -1.04462 1.03069 -1.67513
C 3.74650 1.28331 -0.48491
H -3.99300 0.42155 1.79826
*
```

Output
Energy above the lowest of the compared OMol25 structures with the same formula, charge and spin = 14.090 eV
E_HOMO = -0.274 hartree
LUMO level = -0.0233 Eh
Structure (SMILES) = CN(C)CCNC(=O)C(=O)[C@@H]1C(=O)Nc2ccccc21
Kohn-Sham gap = 6.81 eV

Listed below, in e, are the natural (NBO) charges computed for each atom: -0.412, 0.217, 0.203, -0.586, -0.554, 0.194, 0.197, 0.236, 0.261, 0.210, -0.441, 0.600, -0.587, 0.193, 0.683, 0.563, 0.209, 0.431, 0.208, -0.115, 0.167, -0.233, 0.197, -0.552, 0.404, -0.475, 0.137, 0.267, -0.187, -0.214, 0.215, -0.410, -0.040, -0.287, -0.717, -0.138, 0.158